Entry 1:
Computed, not measured: a 2-piece molecular cluster, C12H27IN2O5PS2 overall in a non-equilibrium geometry, with wB97M-V/def2-TZVPD.

Geometry as XYZ:
```
50
Properties=species:S:1:pos:R:3:forces:R:3:lowdin_charge:R:1
C 3.195 -0.192 2.345 0.6535 0.7423 -0.2728 -0.093
C 3.169 0.024 0.792 0.0802 -0.9198 -0.1803 -0.314
C 1.783 -0.279 0.112 0.2460 0.6436 0.8750 -0.653
I 2.245 -0.973 -1.918 -0.4303 0.2647 0.6008 0.930
C 0.792 0.934 0.088 0.1043 0.2564 -0.9522 -0.294
C -0.576 0.537 -0.593 1.6660 -0.0200 -0.2581 -0.092
N -1.626 0.201 0.430 -0.3362 0.6445 -1.2964 0.087
C -2.033 1.424 1.186 -1.2975 1.0517 0.6309 -0.487
C -2.893 2.398 0.285 0.1526 -0.7954 -0.4807 -0.048
P -3.233 0.884 2.553 -2.4760 0.9701 1.3719 0.327
O -2.752 -0.546 3.266 -0.0700 1.4324 -1.7790 -0.204
O -4.654 0.545 1.725 2.7828 -0.5906 0.4125 -0.221
S -3.636 2.317 3.812 0.8354 -0.8709 -0.5295 0.354
C -0.830 2.251 1.763 -0.0046 -0.9697 0.6939 -0.103
C 0.599 1.645 1.485 -0.2171 -0.1473 -0.2218 -0.207
C 1.625 2.779 1.767 0.3353 0.0340 1.3554 -0.165
O 1.342 3.971 1.014 -1.5494 -1.2063 0.2830 -0.138
N 2.501 4.624 0.600 1.1976 -0.1781 -2.0934 -0.005
O 2.655 4.446 -0.559 -0.0264 0.6420 1.4712 0.097
H 4.233 -0.480 2.625 -0.7773 0.0564 -0.1084 0.087
H 2.502 -0.991 2.676 0.3692 0.4972 -0.1769 0.082
H 3.009 0.763 2.891 -0.1506 -0.8221 -0.2196 0.063
H 3.883 -0.714 0.362 -0.4976 0.5261 0.3350 0.068
H 3.567 1.014 0.469 -0.4024 -0.6340 0.2869 0.110
H 1.301 -1.112 0.668 0.3664 0.1708 -0.5734 0.092
H 1.248 1.691 -0.596 -0.3813 -0.4728 0.4369 0.137
H -0.863 1.393 -1.230 -0.5481 -0.5593 0.6013 0.140
H -0.487 -0.348 -1.254 0.1565 0.4881 0.4246 0.091
H -1.361 -0.593 1.023 0.1739 0.2456 0.0348 0.181
H -2.448 -0.106 -0.109 0.0712 -0.1002 0.2977 0.184
H -3.322 3.205 0.909 0.3245 -0.5407 -0.2400 0.094
H -2.266 2.852 -0.513 -0.3001 -0.2226 0.6524 0.100
H -3.724 1.847 -0.204 0.3689 0.3767 0.3103 0.092
H -2.118 -0.307 3.959 -0.1518 -0.1249 0.2869 0.074
H -5.327 0.295 2.374 -0.1322 0.0510 0.0548 0.079
H -0.961 3.301 1.442 0.3437 -0.6440 -0.0477 0.129
H -0.957 2.256 2.872 0.1738 0.2454 -0.7644 0.091
H 0.763 0.863 2.267 -0.0033 0.6121 -0.4531 0.139
H 1.539 3.018 2.858 0.0674 -0.0894 -0.7269 0.144
H 2.681 2.496 1.598 -0.6960 -0.1070 -0.0663 0.105
C 1.200 -3.913 -4.743 0.0694 -0.0528 -0.0255 -0.271
S -0.364 -4.097 -3.862 0.0869 -0.0812 0.0319 0.773
O -0.043 -4.485 -2.457 -0.0355 0.1042 -0.2261 -0.578
C -0.890 -5.586 -4.731 0.0170 -0.0748 0.0002 -0.266
H 1.725 -3.051 -4.334 -0.1010 -0.0278 0.0280 -0.003
H 1.809 -4.806 -4.610 -0.0664 -0.0113 0.0592 0.064
H 1.003 -3.746 -5.803 -0.0451 0.0125 0.0307 0.057
H -0.148 -6.374 -4.597 0.0253 0.0614 0.0547 0.062
H -1.017 -5.363 -5.791 -0.0026 0.0504 0.0322 0.056
H -1.842 -5.909 -4.312 0.0313 0.0834 0.0396 0.051
```
Forces are in eV/Å.

Summary:
- HOMO-LUMO gap (eV) = 7.939
- 2S+1 = 1
- net charge = +1
- max |F| (eV/Å) = 3.0

---

Entry 2:
Computed, not measured: a 6-piece molecular cluster, C12H27N11O10S overall in a non-equilibrium geometry, with wB97M-V/def2-TZVPD.

Geometry as XYZ:
```
61
Properties=species:S:1:pos:R:3:forces:R:3:lowdin_charge:R:1
O 3.428 -1.046 -0.181 -1.9794 1.1294 1.0716 0.067
N 2.689 -0.242 0.311 1.9087 -3.1113 -0.4534 0.052
O 3.208 1.034 0.088 -0.4725 2.1105 -2.9611 -0.031
C 2.866 1.285 -1.291 -3.1649 1.2465 -2.8966 -0.077
C 1.568 1.602 -1.813 2.6992 -0.8141 1.3152 0.019
C 0.224 1.788 -0.985 0.4524 0.7591 -1.0831 -0.117
C -0.909 0.693 -1.274 -0.0548 0.1512 0.8507 -0.237
C -0.398 -0.831 -1.282 -0.7423 0.3332 -0.0563 -0.474
S -1.280 -1.681 -2.722 1.1606 -0.0293 -0.2249 0.683
C 1.806 1.769 -3.394 -2.7903 0.6680 -0.2045 -0.270
O 1.026 2.320 -4.183 3.3400 -2.2943 2.5652 0.118
O 3.064 1.142 -3.752 -0.3707 2.0124 1.9098 0.092
C 3.830 1.275 -2.558 3.1232 -0.0695 2.8383 -0.296
O 5.061 1.410 -2.438 -4.5086 -0.7838 -1.5280 0.114
H 0.481 1.865 0.121 -0.2663 -0.3396 -1.5405 0.093
H -0.207 2.812 -1.302 0.6306 -1.6032 0.5877 0.112
H -1.488 0.954 -2.227 1.0766 -0.4617 1.2555 0.087
H -1.665 0.778 -0.404 1.2382 0.0399 -1.3687 0.127
H 0.729 -0.961 -1.362 -1.5703 0.1599 0.0393 0.061
H -0.796 -1.383 -0.350 0.8688 0.8480 -1.5230 0.065
H -0.449 -1.528 -3.833 -0.4775 0.1516 1.2694 -0.130
N -0.494 -3.212 3.261 -0.6028 -0.5777 0.0450 0.153
C 0.069 -2.062 2.811 0.1152 0.3490 -0.1617 -0.683
N 1.204 -1.697 3.455 0.1084 0.5225 0.2064 0.156
O -0.411 -1.407 1.896 0.0051 -0.1031 -0.0249 0.008
H -0.117 -3.763 4.009 0.0434 0.0798 -0.0934 0.092
H -1.340 -3.516 2.806 0.1503 0.0482 0.0371 0.106
H 1.651 -0.849 3.149 -0.0692 -0.1899 0.0323 0.096
H 1.614 -2.220 4.206 0.1313 -0.0676 -0.2496 0.080
N -2.853 4.186 -3.069 0.4244 0.3002 -0.4634 0.161
C -3.107 3.739 -1.815 0.1759 -0.0146 0.1520 -0.684
N -4.377 3.311 -1.612 -0.5497 -0.2254 0.4256 0.157
O -2.257 3.722 -0.936 -0.1575 0.1245 0.0278 0.009
H -3.535 4.208 -3.804 0.0542 -0.0436 0.0731 0.096
H -1.919 4.512 -3.260 -0.1574 -0.0942 -0.0105 0.110
H -4.605 2.970 -0.692 0.0358 0.0096 -0.1882 0.109
H -5.089 3.316 -2.319 0.0930 -0.0110 0.0395 0.095
N 0.942 4.064 2.887 0.7938 0.0018 0.3066 0.150
C -0.170 3.553 2.298 -0.2583 -0.2839 -0.1535 -0.683
N -1.168 4.447 2.097 -0.6579 0.1757 -0.0551 0.161
O -0.263 2.379 1.975 0.0988 0.1332 0.2136 0.014
H 1.039 5.025 3.160 -0.0378 -0.0826 -0.0415 0.092
H 1.705 3.429 3.053 -0.1412 0.1274 -0.0301 0.104
H -2.009 4.105 1.660 0.2160 0.0734 -0.1461 0.093
H -1.111 5.415 2.354 0.0444 -0.0988 -0.0287 0.094
N -4.254 -3.277 -2.564 0.3052 0.1977 -0.5167 0.139
C -4.508 -3.721 -1.308 0.4992 0.0863 0.1752 -0.704
N -5.777 -4.162 -1.106 -0.7247 -0.3309 0.4248 0.139
O -3.663 -3.725 -0.426 -0.1741 -0.0317 -0.0447 0.017
H -4.935 -3.267 -3.301 0.0195 -0.0265 0.1091 0.092
H -3.320 -2.941 -2.754 -0.1981 -0.0564 0.0574 -0.018
H -6.004 -4.500 -0.186 0.0433 0.0676 -0.1812 0.103
H -6.486 -4.168 -1.816 0.0952 0.0074 0.0445 0.089
N 5.836 -4.080 3.371 0.2907 -0.4627 0.5441 0.148
C 4.880 -3.300 2.805 -0.3276 0.0914 0.0297 -0.689
N 5.236 -2.715 1.637 -0.0268 0.4210 -0.5119 0.164
O 3.778 -3.135 3.305 0.1569 -0.0720 0.1539 0.014
H 6.746 -4.226 2.973 -0.0936 0.0302 0.0048 0.094
H 5.605 -4.531 4.240 0.0555 0.0749 -0.1704 0.105
H 4.547 -2.130 1.192 0.1912 -0.2466 0.0512 0.059
H 6.132 -2.832 1.199 -0.0712 -0.0058 0.0553 0.101
```
Forces are in eV/Å.

Summary:
- HOMO-LUMO gap (eV) = 7.536
- 2S+1 = 1
- net charge = 0
- max |F| (eV/Å) = 4.8
- SMILES string = O=NOC1=C(CCCS)C(=O)OC1=O.NC(N)=O.NC(N)=O.NC(N)=O.NC(N)=O.NC(N)=O

---

Entry 3:
Computed, not measured: a 6-piece molecular cluster, C12H27N3O15 overall in a non-equilibrium geometry, with wB97M-V/def2-TZVPD.

Geometry as XYZ:
```
57
Properties=species:S:1:pos:R:3:forces:R:3:lowdin_charge:R:1
C 0.720 0.720 -0.731 -0.9196 -0.4968 -0.6981 0.044
N 0.128 0.180 0.527 0.9100 0.3963 -0.3563 -0.436
O -0.527 -0.826 0.456 -0.4316 -0.5850 -0.0907 0.076
O 0.406 0.760 1.551 -0.0650 0.3806 0.6655 0.060
H 0.166 0.210 -1.515 0.2441 0.0460 -0.1608 0.080
H 1.762 0.417 -0.782 0.0559 0.1680 0.1972 0.112
H 0.556 1.791 -0.800 0.2730 0.0329 0.3740 0.064
C -1.479 4.290 0.664 0.3218 -0.0549 0.4248 0.054
N -0.515 4.798 -0.345 0.1117 0.3818 -0.9696 -0.438
O 0.472 4.128 -0.596 -0.2696 -0.2760 0.3161 0.039
O -0.729 5.883 -0.843 -0.2315 -0.1512 0.2755 0.087
H -2.442 4.775 0.574 0.1564 0.2661 -0.1389 0.099
H -0.966 4.559 1.588 -0.3831 -0.1757 0.2218 0.111
H -1.585 3.213 0.590 0.2674 -0.0052 -0.1138 0.088
C -2.143 0.510 3.831 -0.2022 -0.4006 -0.5764 0.056
N -3.317 -0.247 3.307 -0.5569 -1.1311 0.8216 -0.451
O -3.219 -0.782 2.226 0.5443 0.3348 -0.6024 0.052
O -4.290 -0.388 4.014 -0.1598 0.4921 0.4841 0.065
H -1.374 -0.238 4.010 0.0898 0.0652 -0.2942 0.089
H -2.377 0.990 4.773 -0.3172 0.2418 -0.2130 0.096
H -1.923 1.143 2.977 0.5964 0.3176 0.4319 0.081
C 2.133 -3.630 -0.987 2.1741 0.5262 0.3203 -0.070
O 0.834 -3.827 -1.456 0.0244 -0.2595 0.2429 0.020
C 0.298 -2.864 -2.211 -0.4383 -0.9194 0.3634 -0.638
O 0.849 -1.967 -2.766 0.7379 0.9013 -0.2139 0.138
O -0.990 -3.132 -2.244 -1.2918 -0.4317 0.3054 0.020
C -1.811 -2.280 -3.008 0.3290 1.6342 -0.8772 -0.044
H 2.949 -3.882 -1.675 -0.5636 -0.0431 -0.5722 0.098
H 2.375 -4.249 -0.123 -0.8447 -0.1164 0.0972 0.095
H 2.342 -2.594 -0.708 -0.3922 0.0334 0.0104 0.090
H -2.858 -2.561 -3.021 0.2259 -0.8127 0.1504 0.097
H -1.394 -2.184 -4.012 -0.2832 -0.2944 -0.1381 0.100
H -1.820 -1.246 -2.646 0.2830 -0.1664 0.4267 0.090
C -0.717 -3.167 2.908 -1.2049 -0.8830 -1.7891 -0.048
O -1.228 -2.720 4.147 0.2085 0.6469 0.7277 -0.022
C -1.595 -3.623 5.078 0.6475 -0.3642 -0.3252 -0.603
O -1.287 -4.785 5.098 -0.0379 0.1528 -0.0180 0.136
O -2.319 -2.990 5.985 -0.2814 1.2677 -0.0570 -0.007
C -2.366 -3.495 7.314 -0.6975 -1.3428 -0.4965 -0.030
H -0.091 -2.491 2.328 0.4141 0.5623 1.1935 0.074
H -1.592 -3.176 2.245 0.0337 -0.5369 -0.0135 0.099
H -0.271 -4.158 2.936 -0.0139 0.0509 0.3404 0.094
H -2.950 -2.814 7.925 0.6372 0.5444 -0.0319 0.094
H -1.349 -3.731 7.614 -0.1330 0.1891 0.5327 0.103
H -2.981 -4.401 7.333 0.3943 -0.2044 -0.1031 0.097
C 4.196 4.320 -7.029 0.4550 0.1812 -0.3723 -0.044
O 3.253 4.349 -5.972 -0.6068 0.6029 0.5769 0.008
C 3.086 3.242 -5.250 1.0042 -1.1619 -1.7664 -0.619
O 3.585 2.186 -5.556 0.0238 -0.0827 0.6603 0.119
O 2.271 3.464 -4.254 -0.2514 0.7245 0.5956 0.049
C 2.245 2.578 -3.171 -0.9664 -1.4095 1.8978 -0.064
H 4.356 3.326 -7.437 -0.1718 -0.0637 0.1141 0.092
H 5.146 4.722 -6.677 0.0437 -0.1257 0.1454 0.096
H 3.840 4.997 -7.802 -0.2109 -0.0675 0.0105 0.092
H 3.080 1.915 -2.940 0.7588 0.6844 -0.7969 0.105
H 1.439 1.836 -3.173 -0.3303 0.2959 -0.9474 0.086
H 2.018 3.145 -2.270 0.2905 0.4414 -0.1912 0.071
```
Forces are in eV/Å.

Summary:
- energy relative to the best compared isomer or geometry (same formula, charge and spin) (kcal per mole) = 0.0
- HOMO-LUMO gap (eV) = 10.539
- 2S+1 = 1
- net charge = 0
- max |F| (eV/Å) = 2.6
- SMILES string = C[N+](=O)[O-].C[N+](=O)[O-].C[N+](=O)[O-].COC(=O)OC.COC(=O)OC.COC(=O)OC

---

Entry 4:
Computed, not measured: C12H27N8O3Tc as an isolated structure in a non-equilibrium geometry, with wB97M-V/def2-TZVPD.

Geometry as XYZ:
```
51
Properties=species:S:1:pos:R:3:forces:R:3:mulliken_spin:R:1
Tc -0.610 -0.778 -0.686 -0.1294 -0.8042 0.7973 1.828
C -0.218 -0.356 4.456 0.4826 0.6082 0.3720 0.001
N -1.110 -1.069 3.578 0.0077 -0.1727 -1.1923 0.031
C -2.167 -1.836 4.213 -0.5862 -0.1840 0.6040 -0.001
C -2.874 -2.532 3.056 -0.4853 -0.4749 0.3167 -0.002
N -2.165 -2.028 1.893 0.5788 0.2045 -0.1186 0.018
C -2.704 -2.315 0.593 -0.3546 0.6802 0.1826 -0.010
C -1.189 -1.153 2.235 -0.3776 -0.5688 0.9599 0.028
N -0.432 -0.559 1.307 -0.1995 0.4027 -0.5995 0.027
C 0.561 0.441 1.653 0.6169 0.2320 -0.2040 0.018
C 0.682 1.440 0.498 -0.4383 0.3178 0.9340 0.018
N 0.736 0.752 -0.788 0.7613 0.2156 -1.5709 -0.099
C 1.334 1.378 -1.823 -1.4750 -1.5284 2.5645 -0.025
N 1.687 0.758 -2.969 0.5905 0.6409 -0.9874 0.459
C 1.598 -0.624 -3.344 -0.0998 -0.7101 -0.2961 0.013
C 2.346 1.657 -3.890 0.1317 0.5642 0.0966 -0.009
C 2.402 2.969 -3.124 0.0821 -0.2956 -0.4577 -0.012
N 1.708 2.679 -1.885 0.6334 0.4039 -1.1257 0.455
C 1.513 3.802 -1.003 -0.3653 0.8286 0.5541 0.011
H -0.251 -0.829 5.437 -0.0066 -0.0671 -0.1023 0.000
H -0.537 0.680 4.593 0.0154 -0.0236 0.0264 0.001
H 0.816 -0.375 4.122 -0.0224 -0.1021 -0.0082 0.000
H -2.829 -1.160 4.766 0.0579 -0.1116 -0.0945 0.001
H -1.747 -2.544 4.934 0.0218 0.1069 -0.1630 0.000
H -3.938 -2.282 2.996 0.1491 0.0490 0.0278 0.001
H -2.795 -3.624 3.108 0.0301 0.1696 -0.0165 0.001
H -3.189 -3.293 0.630 0.2189 -0.0159 -0.2142 0.000
H -1.924 -2.393 -0.189 0.1769 -0.2813 -0.2963 -0.003
H -3.467 -1.581 0.306 0.1526 -0.0599 -0.1770 0.004
H 1.526 -0.055 1.812 0.0086 0.1813 0.1236 0.003
H 0.299 1.012 2.543 0.0778 -0.0535 -0.0968 0.004
H 1.574 2.042 0.664 -0.0967 -0.0322 0.0986 -0.006
H -0.219 2.068 0.523 0.2136 0.0272 0.0512 -0.009
H 2.187 -1.248 -2.672 0.0743 0.0969 0.1496 0.018
H 2.005 -0.728 -4.348 0.0639 0.0472 0.0629 0.003
H 0.567 -0.973 -3.381 0.0170 0.1534 0.0908 0.015
H 1.773 1.736 -4.822 -0.0266 -0.0550 0.0011 0.044
H 3.340 1.276 -4.151 -0.0671 -0.1293 0.0091 0.037
H 1.907 3.790 -3.652 -0.0497 0.0179 0.1059 0.034
H 3.427 3.301 -2.915 0.0042 -0.0116 0.0592 0.047
H 1.581 4.719 -1.589 0.0158 -0.1404 -0.1153 0.004
H 2.300 3.863 -0.247 0.0436 -0.1656 -0.0105 0.027
H 0.541 3.790 -0.518 0.0309 -0.1446 -0.0317 0.011
O -2.138 0.505 -1.179 -0.0816 0.4631 1.8322 0.006
N -2.168 0.219 -2.424 -0.5241 0.4618 -0.8651 0.003
O -2.866 0.740 -3.201 -0.3125 0.1497 -0.2214 0.032
O -1.319 -0.678 -2.691 0.8996 -1.0463 -0.9720 -0.010
N 0.915 -2.418 -0.599 -0.2457 -0.0450 -0.2697 -0.026
H 1.883 -2.131 -0.451 -0.1571 0.1027 0.0794 0.008
H 0.908 -2.923 -1.488 0.0239 -0.0658 0.1526 -0.004
H 0.740 -3.131 0.115 -0.0796 0.1640 -0.0456 0.006
```
Forces are in eV/Å.

Summary:
- HOMO-LUMO gap (alpha / beta) (eV) = 7.985 / 3.763
- 2S+1 = 4
- net charge = +3
- max |F| (eV/Å) = 3.3
- <S²> = 3.796

---

Entry 5:
Computed, not measured: C12H28AlCl2NO4P as an isolated structure in a non-equilibrium geometry, with wB97M-V/def2-TZVPD.

Geometry as XYZ:
```
49
Properties=species:S:1:pos:R:3:forces:R:3:lowdin_charge:R:1
C -0.561 -1.249 2.018 0.2252 -0.3426 0.2161 -0.145
C -0.160 -1.158 0.545 -0.1176 0.1368 0.5127 -0.362
C -0.963 -0.198 -0.329 0.9018 -0.5253 -0.6493 -0.691
Cl -1.383 1.352 0.523 -0.1512 0.0530 0.0561 0.510
Al -0.072 0.301 -2.097 -1.4536 0.8867 -0.1754 0.085
N -1.478 0.875 -3.259 0.7689 -0.1607 0.6202 -0.091
C 1.206 1.879 -1.977 -0.0722 -0.9383 0.5425 -0.273
C 2.683 1.641 -1.737 0.2601 0.9790 -0.7512 -0.808
C 3.376 0.823 -2.820 -0.4511 -0.4987 0.5546 -0.160
Cl 2.998 0.949 -0.094 -0.0137 -0.1120 0.0686 0.574
P 0.866 -1.677 -3.029 1.3154 -0.7641 0.3093 0.686
O -0.189 -2.918 -2.607 0.0096 -0.0226 -0.5194 -0.407
O 0.645 -1.609 -4.718 -0.2120 0.2525 -0.0664 -0.420
H -0.737 -0.282 2.478 -0.0411 0.1833 -0.0788 0.026
H -1.433 -1.882 2.154 -0.0609 0.2633 -0.0210 0.029
H 0.250 -1.717 2.580 0.0786 -0.0912 0.0794 0.062
H 0.912 -0.969 0.490 0.1067 0.2548 -0.0498 0.052
H -0.306 -2.150 0.120 0.0307 -0.0865 -0.2606 0.090
H -1.886 -0.704 -0.597 -0.4823 0.3195 0.1984 0.046
H -1.119 1.551 -3.924 -0.2504 -0.0901 -0.2340 -0.047
H -1.879 0.091 -3.761 -0.0592 0.1687 -0.2478 -0.037
H 1.103 2.512 -2.860 0.0789 0.0239 -0.2138 0.060
H 0.846 2.476 -1.140 -0.1843 0.1529 0.0456 0.015
H 3.182 2.606 -1.702 0.1137 0.1338 0.3355 0.062
H 4.388 1.161 -3.014 0.1260 0.0594 -0.0978 0.065
H 2.755 0.866 -3.711 0.1493 0.1609 -0.3173 0.060
H 3.395 -0.221 -2.519 0.0889 -0.1837 -0.1103 0.024
H 0.303 -3.736 -2.768 -0.2829 0.2829 0.1890 0.009
H 0.985 -0.765 -5.053 -0.2665 -0.2321 0.1757 0.011
C -5.019 -3.988 2.366 0.0319 0.1523 -0.0786 -0.024
C -3.538 -4.278 2.313 0.0348 0.0691 -0.0440 -0.493
O -2.764 -3.507 1.802 -0.1674 -0.2475 -0.0397 0.077
C -3.069 -5.576 2.929 0.1631 0.0441 -0.0435 -0.026
H -5.216 -3.030 1.891 0.0247 0.0058 -0.0074 0.083
H -5.572 -4.769 1.840 -0.0356 -0.0545 0.1101 0.081
H -5.357 -3.949 3.404 -0.0516 -0.1183 -0.0096 0.080
H -3.542 -6.421 2.426 -0.0821 -0.0168 0.0975 0.080
H -3.326 -5.602 3.989 -0.0995 -0.0795 -0.0234 0.080
H -1.990 -5.656 2.822 0.0043 0.0210 -0.0123 0.081
C 3.054 5.801 1.966 0.1253 0.0543 -0.1544 -0.033
C 2.309 4.812 1.097 -0.0542 -0.1233 -0.0150 -0.501
O 2.595 4.665 -0.067 0.0632 0.1178 -0.0379 0.069
C 1.203 4.026 1.753 -0.0074 -0.0819 -0.2675 -0.024
H 3.821 6.298 1.376 -0.0032 -0.0099 -0.0145 0.075
H 2.363 6.550 2.357 -0.0049 -0.0603 0.1196 0.078
H 3.527 5.282 2.802 -0.0942 0.0354 0.0814 0.080
H 0.436 4.708 2.128 0.0431 -0.0169 0.1283 0.085
H 1.602 3.441 2.583 -0.0432 0.0727 0.0786 0.089
H 0.754 3.347 1.032 -0.0019 -0.0269 0.0213 0.037
```
Forces are in eV/Å.

Summary:
- HOMO-LUMO gap (eV) = 5.666
- 2S+1 = 1
- net charge = -1
- max |F| (eV/Å) = 1.7